39
Properties=species:S:1:pos:R:3:forces:R:3:lowdin_charge:R:1 method="wB97M-V/def2-TZVPD" e_lumo_ev="-5.1 / -5.8" orbital_gap_ev="7.6 / 6.9" homo_ev="-12.746 / -12.639" relative_energy_kcal_mol=0.00 total_energy_ev=-57326.0671 s_squared=8.7546 total_charge=+1 multiplicity=6
Mn 2.65533 0.89365 -1.28202 -2.1 -2.6 0.9 1.2834
C -0.26871 0.13983 -0.29485 0.8 1.0 0.0 -0.2523
O 1.00562 -0.45033 -0.36502 1.2 0.4 -1.0 -0.4074
H -0.10504 0.99182 0.36501 -0.8 0.7 0.1 0.0363
H -0.61766 0.47105 -1.27292 -0.1 0.3 -0.3 0.0548
H -1.12890 -0.40326 0.09657 0.4 -0.9 0.3 0.0675
O 2.32034 -2.82123 1.02810 0.7 0.1 0.4 -0.0608
H 1.98826 -2.00143 0.66220 -0.3 0.3 -0.3 -0.0366
H 1.63659 -3.46344 0.83759 -0.3 -0.2 -0.2 0.0071
O -0.78646 1.23168 3.23714 0.1 -0.1 -0.1 -0.0271
H -1.38471 1.53369 2.55368 -0.3 0.1 -0.2 0.0486
H -0.80375 1.92642 3.89537 -0.2 0.2 0.4 0.0692
O -3.96564 -1.81452 -0.54238 0.0 0.2 -0.8 -0.0734
H -4.61621 -2.43257 -0.20920 -0.2 -0.1 0.1 0.0326
H -3.36994 -1.67323 0.19342 0.1 -0.1 0.5 -0.0375
O -1.05078 3.43918 -1.92420 0.4 -0.2 -0.1 -0.0477
H -1.84428 3.97420 -1.94293 -0.2 0.3 -0.1 0.0476
H -1.26176 2.71765 -1.33166 -0.2 -0.2 0.1 0.0005
O -0.15790 -3.31835 -0.15381 -0.2 -0.3 0.1 -0.0394
H -0.68013 -3.55723 -0.91961 -0.2 -0.2 -0.1 0.0494
H 0.10042 -2.41055 -0.31318 0.3 0.6 -0.1 -0.0123
O 2.14160 -0.10880 -3.23734 1.6 1.0 1.3 -0.0602
H 1.22422 -0.12069 -3.51027 -1.5 -0.2 -0.4 0.0010
H 2.57128 -0.74201 -3.81236 0.5 -0.1 -0.1 0.0884
O -0.26839 -0.54356 -4.28665 0.3 0.3 0.1 -0.0119
H -1.04256 -0.30287 -3.77777 -0.4 0.2 0.1 0.0661
H -0.43663 -1.44264 -4.56875 0.0 -0.3 -0.2 0.0765
O -2.89573 -1.75977 2.02596 0.0 0.2 -0.1 -0.0326
H -2.33678 -1.09679 2.43125 0.2 0.2 0.2 0.0312
H -2.71702 -2.55942 2.52079 0.1 -0.3 0.1 0.0647
O 3.20069 1.30321 0.70059 0.9 0.7 -2.2 -0.0641
H 2.82391 0.89429 1.47972 -1.3 -0.7 1.5 0.0209
H 3.71888 2.03319 1.03947 0.3 0.4 0.1 0.0985
O 1.84023 0.59664 2.92629 1.2 -0.1 -0.4 -0.0274
H 1.41579 -0.18900 2.58156 -0.3 -0.5 0.1 0.0521
H 1.11929 1.13584 3.25146 -0.4 0.1 -0.1 0.0186
O 0.79958 3.64012 0.79330 0.3 0.2 0.2 -0.0295
H 1.12338 3.16587 0.02748 -0.2 0.1 -0.2 -0.0060
H 0.05368 3.12333 1.09792 -0.2 -0.1 0.1 0.0112